This record from the OMol25 dataset describes a gas-phase ion, C4H3S2 (charge -1) at a distorted geometry. The level of theory is ωB97M-V/def2-TZVPD.

Values from the calculation:
energy above the lowest of the compared OMol25 structures with the same formula, charge and spin: 241.1 kJ/mol
charge: -1
HOMO level (spin up / spin down): -3.98 / -3.98 eV
lowest unoccupied orbital energy (spin up / spin down): 2.990 / 2.990 eV
gap between HOMO and LUMO (spin up / spin down): 7.0 / 7.0 eV
structure (SMILES): CC([S-])=C=C=S

Cartesian coordinates (Å):
S -0.4321 1.0412 -2.4140
S 1.3015 1.4746 3.2240
C 0.7456 0.6242 0.6603
C 0.9863 1.1888 1.6883
C -0.5398 -0.9140 -0.6422
C 0.1335 0.4314 -0.5877
H -0.2689 -1.3424 0.2779
H -1.7119 -1.0112 -0.7816
H -0.2142 -1.4925 -1.4252

Mulliken atomic charge list, values in e, 4 entries:
1. S -0.4542
2. S -0.4911
3. C -0.2179
4. C 0.0377